Record 1
Density functional theory data (wB97M-V/def2-TZVPD) for C29H39N7O4SScSi as an isolated structure.

Values from the calculation:
HOMO energy = -9.6270 eV
net charge = +1
ΔE to the lowest compared entry with this formula, charge and spin = 132.3 kJ/mol
E_LUMO = -0.088 Ha
Kohn-Sham gap = 7.23 eV
2S+1 = 1

Structure (XYZ):
```
82
Properties=species:S:1:pos:R:3:lowdin_charge:R:1
Sc -0.03 -0.12 0.24 0.807
N -1.92 0.20 1.60 -0.004
C -2.04 -0.86 2.62 -0.205
C -2.06 -2.21 1.92 -0.159
N -0.95 -2.37 0.95 -0.192
C -1.51 -2.85 -0.34 -0.177
C -0.50 -2.93 -1.46 -0.209
N 0.10 -1.61 -1.67 -0.061
C 0.11 -3.28 1.44 -0.150
C 1.44 -2.58 1.77 -0.197
N 1.78 -1.54 0.78 -0.026
H -1.85 1.11 2.05 0.115
H -2.77 0.26 1.03 0.063
H -2.95 -0.75 3.22 0.132
H -1.17 -0.78 3.28 0.077
H -3.00 -2.33 1.39 0.125
H -2.03 -3.01 2.67 0.126
H -2.29 -2.14 -0.63 0.109
H -2.00 -3.83 -0.20 0.142
H -1.01 -3.29 -2.36 0.129
H 0.29 -3.65 -1.24 0.111
H -0.42 -1.10 -2.39 0.025
H 1.05 -1.67 -2.05 0.031
H 0.28 -4.07 0.71 0.114
H -0.23 -3.78 2.35 0.124
H 2.22 -3.34 1.85 0.128
H 1.36 -2.07 2.73 0.084
H 2.23 -1.92 -0.05 0.081
H 2.46 -0.90 1.20 0.096
C 0.78 -1.15 5.38 0.004
C 1.06 0.11 4.65 -0.348
N 0.89 0.32 3.35 0.147
C 1.29 1.62 3.14 -0.125
C 1.68 2.19 4.32 -0.063
N 1.54 1.21 5.26 0.190
C 2.17 3.52 4.77 -0.476
O 2.24 4.48 3.86 0.145
O 2.45 3.67 5.93 0.117
C 1.26 2.25 1.81 -0.502
O 1.62 3.41 1.67 0.101
O 0.82 1.51 0.85 -0.183
H 0.02 -1.74 4.87 0.067
H 0.43 -0.95 6.39 0.091
H 1.69 -1.76 5.46 0.093
H 1.76 1.37 6.23 0.180
H 1.91 4.16 2.97 0.050
C -1.54 -0.70 -5.89 -0.087
C -2.38 -1.19 -4.90 -0.088
C -2.41 -0.59 -3.65 -0.134
C -1.61 0.52 -3.35 -0.363
C -0.77 0.99 -4.37 -0.121
C -0.73 0.39 -5.62 -0.079
Si -1.48 1.30 -1.62 0.691
C -3.24 1.64 -0.95 -0.361
C -3.55 2.91 -0.46 -0.116
C -4.77 3.18 0.16 -0.080
C -5.71 2.18 0.30 -0.088
C -5.44 0.91 -0.19 -0.090
C -4.22 0.65 -0.79 -0.152
H -1.52 -1.17 -6.87 0.103
H -3.03 -2.04 -5.11 0.103
H -3.08 -0.99 -2.91 0.079
H -0.13 1.84 -4.17 0.089
H -0.08 0.78 -6.38 0.104
H -0.97 2.67 -1.90 -0.016
H -2.83 3.71 -0.57 0.093
H -4.98 4.17 0.53 0.106
H -6.66 2.39 0.77 0.104
H -6.18 0.12 -0.10 0.103
H -4.03 -0.35 -1.16 0.076
S 2.34 0.59 -1.94 0.686
C 3.96 0.65 -2.40 -0.738
N 4.72 1.70 -1.99 0.052
C 6.02 1.90 -2.32 -0.058
C 6.66 1.01 -3.12 -0.049
C 5.93 -0.11 -3.58 -0.039
C 4.62 -0.29 -3.24 -0.082
H 4.24 2.39 -1.42 0.149
H 6.47 2.80 -1.92 0.135
H 7.69 1.16 -3.38 0.112
H 6.42 -0.83 -4.22 0.119
H 4.05 -1.13 -3.60 0.106
```



Record 2
Density functional theory data (wB97M-V/def2-TZVPD) for C29H40BClN6O3Sr as an isolated structure.

Values from the calculation:
HOMO energy = -7.8385 eV
ΔE to the lowest compared entry with this formula, charge and spin = 0.0 kJ/mol
E_LUMO = 0.004 Ha
Kohn-Sham gap = 7.94 eV
2S+1 = 1

Structure (XYZ):
```
81
Properties=species:S:1:pos:R:3:lowdin_charge:R:1
Sr -0.10 0.03 0.09 1.559
C -0.85 2.51 -3.87 -0.051
C 0.41 1.72 -3.48 -0.372
C 1.56 2.04 -4.44 -0.063
C 0.10 0.25 -3.44 -0.289
C -0.10 -0.64 -4.51 -0.003
C -0.43 -1.83 -3.90 -0.063
N -0.42 -1.65 -2.57 -0.029
N -0.08 -0.37 -2.28 -0.026
B -0.77 -2.74 -1.52 -0.504
N -2.04 -2.36 -0.70 -0.037
C -3.12 -3.14 -0.54 -0.067
C -4.06 -2.44 0.19 -0.005
C -3.45 -1.20 0.45 -0.277
N -2.23 -1.16 -0.09 -0.013
C -4.01 0.01 1.15 -0.363
C -4.49 1.03 0.11 -0.058
C -5.14 -0.37 2.10 -0.070
N 0.43 -3.09 -0.60 -0.038
C 0.87 -4.35 -0.43 -0.077
C 1.92 -4.34 0.44 -0.021
C 2.09 -2.99 0.78 -0.276
N 1.18 -2.23 0.16 0.042
C 3.23 -2.51 1.64 -0.363
C 4.55 -2.57 0.86 -0.058
C 3.04 -1.13 2.27 -0.065
H -0.64 3.58 -3.91 0.079
H -1.65 2.34 -3.15 0.080
H -1.21 2.20 -4.86 0.082
H 0.69 2.02 -2.47 0.117
H 1.28 1.81 -5.47 0.079
H 2.45 1.46 -4.20 0.070
H 1.82 3.10 -4.39 0.079
H -0.02 -0.44 -5.56 0.103
H -0.67 -2.79 -4.32 0.120
H -1.04 -3.74 -2.13 0.117
H -3.15 -4.13 -0.95 0.120
H -5.03 -2.78 0.50 0.099
H -3.21 0.46 1.73 0.124
H -5.27 0.59 -0.52 0.087
H -3.66 1.34 -0.52 0.070
H -4.90 1.91 0.61 0.074
H -5.98 -0.80 1.56 0.077
H -5.50 0.52 2.62 0.079
H -4.81 -1.10 2.85 0.083
H 0.39 -5.16 -0.96 0.118
H 2.50 -5.18 0.79 0.106
H 3.31 -3.23 2.45 0.137
H 4.56 -1.84 0.05 0.068
H 4.70 -3.56 0.42 0.076
H 5.40 -2.36 1.52 0.078
H 2.89 -0.36 1.51 0.048
H 3.93 -0.87 2.85 0.086
H 2.17 -1.11 2.92 0.073
Cl -3.12 4.80 5.18 0.636
C -2.48 3.95 3.80 -0.677
C -3.00 4.21 2.52 -0.091
C -2.51 3.57 1.42 -0.014
C -1.47 2.60 1.51 -0.385
O -1.02 2.01 0.47 -0.267
C -0.98 2.33 2.83 -0.134
C -0.01 1.31 3.08 -0.185
O 0.42 0.48 2.27 -0.185
C -1.48 3.03 3.95 -0.073
H -3.79 4.95 2.43 0.107
H -2.91 3.79 0.44 0.117
H 0.37 1.26 4.12 0.134
H -1.08 2.82 4.93 0.113
C 4.23 1.69 -0.97 -0.132
C 3.62 2.98 -0.41 -0.142
C 2.43 2.46 0.38 -0.185
O 1.93 1.38 -0.42 -0.301
C 3.04 0.73 -1.08 -0.171
H 4.98 1.29 -0.29 0.111
H 4.70 1.85 -1.94 0.111
H 3.28 3.64 -1.21 0.115
H 4.31 3.53 0.22 0.115
H 1.61 3.17 0.50 0.128
H 2.73 2.08 1.36 0.124
H 2.73 0.53 -2.10 0.106
H 3.23 -0.23 -0.59 0.086
```



Record 3
Density functional theory data (wB97M-V/def2-TZVPD) for C29H40BCrF2N5O3P as an isolated structure.

Values from the calculation:
HOMO energy (spin up / spin down) = -1.8073 / -4.8723 eV
net charge = -1
ΔE to the lowest compared entry with this formula, charge and spin = 0.0 kJ/mol
E_LUMO (spin up / spin down) = 0.099 / 0.098 Ha
Kohn-Sham gap (spin up / spin down) = 4.49 / 7.55 eV
2S+1 = 5

Structure (XYZ):
```
82
Properties=species:S:1:pos:R:3:nbo_charge:R:1
Cr 0.98 0.25 -0.18 1.391
C -3.58 -0.45 5.71 -0.607
C -4.31 -0.04 4.43 -0.021
C -5.26 1.12 4.76 -0.391
C -5.81 1.74 3.48 -0.410
C -4.65 2.24 2.66 -0.098
C -4.74 3.44 1.95 -0.329
C -3.67 3.82 1.16 0.376
F -3.75 5.01 0.49 -0.353
C -2.54 3.04 1.02 -0.280
C -2.43 1.84 1.76 -0.108
C -1.28 1.00 1.59 0.328
O -0.27 1.43 0.89 -0.758
C -1.36 -0.29 2.20 -0.274
C -2.38 -0.57 3.06 0.033
N -3.37 0.32 3.38 -0.414
C -3.50 1.47 2.62 0.230
C -0.47 -1.45 1.83 0.798
O -0.53 -2.48 2.49 -0.683
O 0.24 -1.32 0.77 -0.775
H -4.30 -0.63 6.50 0.201
H -2.91 0.35 6.01 0.213
H -3.00 -1.36 5.57 0.218
H -4.90 -0.90 4.08 0.174
H -4.71 1.87 5.32 0.203
H -6.06 0.74 5.38 0.203
H -6.49 2.56 3.72 0.206
H -6.37 0.99 2.93 0.199
H -5.62 4.05 2.02 0.206
H -1.73 3.33 0.38 0.235
H -2.44 -1.55 3.50 0.223
B 0.28 1.71 -3.25 0.187
N 1.38 2.32 -2.37 -0.267
C 2.13 3.38 -2.69 -0.014
C 2.96 3.67 -1.61 -0.351
C 2.62 2.72 -0.66 -0.020
N 1.69 1.90 -1.15 -0.332
N -0.83 1.14 -2.35 -0.284
C -2.15 1.31 -2.54 0.004
C -2.83 0.44 -1.72 -0.343
C -1.83 -0.26 -1.06 0.001
N -0.63 0.18 -1.44 -0.353
H -0.21 2.57 -3.92 -0.048
H 0.74 0.82 -3.93 -0.069
H 2.05 3.86 -3.64 0.216
H 3.67 4.46 -1.53 0.220
H 2.98 2.60 0.34 0.244
H -2.51 2.05 -3.22 0.218
H -3.89 0.32 -1.61 0.226
H -1.91 -1.05 -0.34 0.233
F 2.40 0.46 1.07 -0.704
C 5.05 -0.37 -0.97 -0.610
C 4.18 -0.97 -2.07 -0.491
C 4.12 -0.01 -3.26 -0.602
P 2.47 -1.38 -1.40 0.969
C 2.76 -2.89 -0.32 -0.497
C 2.96 -2.52 1.15 -0.604
C 3.88 -3.83 -0.75 -0.610
C 1.66 -2.08 -2.95 -0.510
C 0.30 -2.68 -2.62 -0.616
C 2.44 -3.07 -3.82 -0.610
H 6.05 -0.18 -1.35 0.196
H 5.12 -1.04 -0.13 0.211
H 4.62 0.56 -0.62 0.229
H 4.64 -1.91 -2.41 0.211
H 3.60 0.91 -2.99 0.221
H 3.62 -0.45 -4.11 0.206
H 5.13 0.26 -3.56 0.201
H 1.79 -3.41 -0.38 0.239
H 3.94 -2.07 1.32 0.188
H 2.88 -3.41 1.77 0.201
H 2.21 -1.82 1.48 0.262
H 4.85 -3.37 -0.59 0.199
H 3.80 -4.12 -1.79 0.201
H 3.84 -4.73 -0.15 0.211
H 1.48 -1.17 -3.54 0.246
H 0.40 -3.68 -2.20 0.196
H -0.30 -2.75 -3.53 0.205
H -0.23 -2.05 -1.91 0.246
H 2.40 -4.07 -3.39 0.201
H 3.48 -2.79 -3.96 0.203
H 1.98 -3.12 -4.81 0.208
```



Record 4
Density functional theory data (wB97M-V/def2-TZVPD) for C29H40BrNORhS as an isolated structure.

Values from the calculation:
HOMO energy (spin up / spin down) = -10.5449 / -10.9622 eV
net charge = +1
E_LUMO (spin up / spin down) = -0.070 / -0.165 Ha
Kohn-Sham gap (spin up / spin down) = 8.65 / 6.46 eV
2S+1 = 5

Structure (XYZ):
```
74
Properties=species:S:1:pos:R:3:mulliken_spin:R:1
Rh 0.38 0.03 -0.67 2.427
C -2.99 0.19 0.67 0.018
C -2.47 0.41 -0.73 -0.068
C -1.68 1.55 -1.02 0.067
C -1.36 1.86 -2.37 0.042
C -0.65 3.10 -2.65 0.005
C -1.88 1.04 -3.40 0.019
C -2.52 -0.16 -3.09 0.017
C -2.94 -1.14 -4.16 0.000
C -2.80 -0.48 -1.77 0.035
H -3.00 -0.82 0.98 -0.001
H -4.04 0.44 0.68 0.001
H -2.51 0.83 1.47 0.005
H -1.40 2.24 -0.23 -0.010
H -0.26 3.18 -3.65 0.000
H 0.16 3.27 -1.93 -0.002
H -1.35 3.97 -2.53 0.002
H -1.78 1.32 -4.45 0.000
H -3.87 -0.71 -4.62 0.002
H -3.14 -2.18 -3.80 -0.001
H -2.20 -1.24 -4.95 0.000
H -3.55 -1.22 -1.51 0.003
C 1.65 0.05 -3.74 0.028
S 0.48 -1.30 -3.66 0.006
C 1.57 -2.56 -4.21 0.004
O 0.29 -1.63 -2.22 0.058
H 2.53 -0.26 -3.20 -0.001
H 1.24 0.96 -3.23 -0.003
H 1.82 0.27 -4.78 0.002
H 1.78 -2.49 -5.29 0.000
H 1.05 -3.51 -4.03 0.000
H 2.50 -2.54 -3.63 0.001
C -2.16 -0.42 5.73 -0.001
C -1.45 0.18 4.53 -0.029
C -1.17 1.55 4.34 0.299
C -0.41 2.06 3.22 -0.030
C -0.16 3.55 3.10 -0.002
C 0.04 1.15 2.32 0.115
C -0.29 -0.22 2.42 -0.010
C -1.07 -0.70 3.53 0.115
N 0.13 -0.96 1.39 0.654
C 0.24 -2.44 1.46 -0.107
C -1.08 -3.11 1.09 0.054
C 1.33 -2.86 0.46 0.115
C 0.72 -2.85 2.86 0.023
H -2.92 0.23 6.15 -0.005
H -1.41 -0.70 6.51 -0.003
H -2.60 -1.35 5.41 -0.001
H -1.49 2.30 5.07 0.004
H 0.88 3.84 3.15 -0.002
H -0.73 4.13 3.86 -0.002
H -0.49 3.91 2.12 -0.005
H 0.70 1.42 1.52 -0.016
H -1.28 -1.75 3.60 0.027
H -1.27 -2.80 0.06 -0.002
H -1.86 -2.81 1.75 0.002
H -0.88 -4.19 1.17 0.000
H 1.16 -2.44 -0.54 -0.051
H 1.27 -3.95 0.23 0.001
H 2.31 -2.57 0.81 0.006
H 0.01 -3.06 3.67 -0.006
H 1.49 -2.14 3.23 0.001
H 1.26 -3.83 2.76 0.001
Br 6.58 2.70 -0.11 0.002
C 4.84 2.03 -0.35 0.008
C 4.62 0.67 -0.56 0.021
C 3.31 0.21 -0.70 -0.079
C 2.22 1.11 -0.67 0.393
C 2.47 2.42 -0.43 -0.126
C 3.77 2.90 -0.23 0.007
H 5.48 0.00 -0.62 0.000
H 3.18 -0.81 -0.96 -0.023
H 1.67 3.15 -0.47 -0.002
H 3.97 3.96 -0.16 -0.001
```



Record 5
Density functional theory data (wB97M-V/def2-TZVPD) for C29H40N11O4S2Sn as an isolated structure.

Values from the calculation:
HOMO energy = -3.8189 eV
net charge = -1
ΔE to the lowest compared entry with this formula, charge and spin = 75.0 kJ/mol
E_LUMO = 0.048 Ha
Kohn-Sham gap = 5.13 eV
2S+1 = 1

Structure (XYZ):
```
87
Properties=species:S:1:pos:R:3:lowdin_charge:R:1
Sn -0.48 -0.17 0.14 1.423
N 1.58 0.25 3.08 0.191
C 1.42 1.50 2.67 -0.435
N 1.73 2.48 3.53 0.178
C 1.60 3.71 3.06 -0.461
N 1.91 4.73 3.90 0.143
N 1.16 4.05 1.84 0.164
C 0.86 3.01 1.06 -0.293
N 0.99 1.74 1.39 0.127
C 0.33 3.36 -0.29 -0.227
C 0.07 4.69 -0.61 -0.017
C -0.48 4.97 -1.85 -0.064
C -0.77 3.93 -2.71 -0.053
C -0.48 2.64 -2.30 -0.126
N 0.07 2.36 -1.13 0.059
H 1.71 0.11 4.06 0.114
H 1.18 -0.52 2.51 0.055
H 2.47 4.51 4.70 0.093
H 1.98 5.65 3.49 0.092
H 0.30 5.45 0.11 0.100
H -0.69 6.00 -2.13 0.103
H -1.21 4.11 -3.69 0.102
H -0.69 1.78 -2.93 0.096
N -3.38 0.08 -0.74 -0.059
C -4.53 0.28 0.17 -0.277
C -4.79 1.75 0.52 -0.200
C -3.91 2.28 1.66 -0.276
N -2.55 2.62 1.23 0.018
H -3.59 0.53 -1.63 0.061
H -3.32 -0.92 -0.92 -0.052
H -4.33 -0.27 1.08 0.091
H -5.44 -0.13 -0.28 0.103
H -5.83 1.83 0.84 0.098
H -4.65 2.38 -0.36 0.100
H -3.85 1.49 2.41 0.092
H -4.41 3.14 2.13 0.098
H -1.89 2.35 1.95 0.039
H -2.46 3.61 1.07 0.059
C 5.66 1.63 0.28 -0.095
C 4.78 0.81 0.99 -0.075
C 3.64 0.32 0.38 -0.032
C 3.37 0.63 -0.95 -0.254
C 4.27 1.41 -1.68 -0.030
C 5.40 1.92 -1.05 -0.095
N 2.17 0.14 -1.49 0.080
N 2.24 -0.05 -2.71 0.085
C 1.10 -0.51 -3.38 -0.334
C 1.29 -0.72 -4.75 -0.015
C 0.22 -1.16 -5.51 -0.066
C -0.99 -1.38 -4.88 -0.036
C -1.08 -1.16 -3.51 -0.146
N -0.07 -0.72 -2.77 0.076
H 6.54 2.02 0.76 0.096
H 4.98 0.57 2.02 0.104
H 2.96 -0.35 0.88 0.077
H 4.06 1.62 -2.71 0.100
H 6.07 2.56 -1.61 0.097
H 2.27 -0.55 -5.17 0.105
H 0.34 -1.32 -6.57 0.104
H -1.86 -1.73 -5.43 0.110
H -2.01 -1.37 -3.00 0.016
O -3.13 -0.84 3.08 -0.042
C -1.99 -0.44 3.28 -0.576
O -1.15 0.07 2.47 -0.278
H -1.60 -0.54 4.33 0.118
C -0.11 -3.66 1.92 -0.031
C 1.01 -2.99 1.11 -0.739
C 2.37 -3.28 1.77 -0.046
C 1.02 -3.56 -0.31 -0.038
O 0.82 -1.60 1.08 -0.485
H 0.06 -4.74 2.00 0.078
H -1.07 -3.49 1.43 0.083
H -0.15 -3.22 2.92 0.082
H 2.58 -4.35 1.77 0.077
H 2.36 -2.92 2.81 0.074
H 3.16 -2.75 1.23 0.070
H 1.29 -4.62 -0.32 0.082
H 1.73 -3.01 -0.93 0.075
H 0.03 -3.45 -0.77 0.063
C -2.11 -6.24 0.36 -0.163
O -2.63 -5.01 -0.11 -0.281
C -2.52 -4.72 -1.43 -1.424
S -1.71 -5.73 -2.49 0.463
S -3.28 -3.28 -1.87 0.501
H -2.31 -6.26 1.43 0.085
H -1.03 -6.31 0.18 0.056
H -2.59 -7.09 -0.13 0.067
```



E_tot (computed, hartree): -3261.1599, -2199.2992, -3239.2417, -4341.4365, -3043.1773